The following is a quantum chemistry calculation of a molecular structure, C41H98Cl2F3O21P5Si2 at a distorted geometry, from OMol25.

XYZ file:
```
172
Properties=species:S:1:pos:R:3:lowdin_charge:R:1
C -5.0510 -0.0262 1.0930 -0.11
C -6.5197 0.0722 1.5100 -0.24
C -6.7777 0.2980 3.0142 -0.20
C -5.7068 1.1006 3.7705 -0.23
C -4.5900 0.2540 4.3734 -0.20
C -3.4762 1.1370 5.0026 -0.19
C -2.2080 1.2281 4.1547 -0.22
C -2.2487 2.3044 3.0529 -0.20
C -1.3080 1.9092 1.9157 -0.22
C -1.2756 2.8846 0.7471 -0.21
C -2.6403 3.0586 0.0450 -0.21
C -2.4259 3.4257 -1.4392 -0.19
C -3.0461 2.4559 -2.4559 -0.19
C -2.8225 0.9568 -2.1798 -0.20
C -1.7669 0.2732 -3.0788 -0.19
C -0.5419 -0.1235 -2.2399 -0.21
C 0.6082 -0.7390 -3.0537 -0.19
C 0.5051 -2.2586 -3.0456 -0.21
C 1.7282 -3.0282 -3.5811 -0.28
C 3.0995 -2.4776 -3.1616 -0.30
Si 3.6225 -3.0061 -1.4344 0.53
O 2.7146 -4.3303 -0.9841 -0.40
Si 3.4530 -5.7134 -0.4357 0.46
C 2.1137 -6.6333 0.4895 -0.22
C 2.5483 -7.2679 1.8234 -0.17
C 1.4895 -7.1426 2.8824 -0.68
F 1.7584 -7.9275 3.9260 0.14
F 1.3508 -5.9012 3.3313 0.15
F 0.3100 -7.5646 2.4147 0.14
C 4.1770 -6.6020 -1.9712 -0.75
Cl 3.3250 -6.1506 -3.4734 0.67
C 4.2902 -8.1291 -1.8641 -0.80
C 3.0732 -8.9256 -2.3001 -0.15
Cl 4.8623 -8.5989 -0.2328 0.67
H -4.4715 0.8516 1.3715 0.04
H -4.5781 -0.9378 1.4512 0.08
H -5.0216 -0.0653 0.0011 0.07
H -6.9461 -0.9045 1.2689 0.10
H -7.0530 0.7965 0.8964 0.09
H -7.7145 0.8499 3.1120 0.10
H -6.9320 -0.6515 3.5300 0.11
H -6.1881 1.6522 4.5806 0.11
H -5.2823 1.8520 3.1022 0.09
H -4.1091 -0.3692 3.6187 0.09
H -4.9996 -0.4071 5.1381 0.11
H -3.8860 2.1450 5.1107 0.11
H -3.2641 0.7656 6.0051 0.10
H -1.9212 0.2571 3.7433 0.10
H -1.3871 1.4999 4.8253 0.11
H -1.8916 3.2220 3.5231 0.12
H -3.2612 2.4705 2.6844 0.09
H -0.3032 1.9136 2.3558 0.12
H -1.4746 0.8790 1.5948 0.11
H -0.5691 2.4839 0.0163 0.09
H -0.9179 3.8762 1.0281 0.12
H -3.1530 3.8721 0.5604 0.10
H -3.2497 2.1640 0.1559 0.07
H -1.3720 3.6186 -1.6365 0.10
H -2.9154 4.3920 -1.5988 0.09
H -4.1003 2.6811 -2.6177 0.09
H -2.5645 2.6683 -3.4138 0.10
H -2.5714 0.7362 -1.1427 0.09
H -3.7756 0.4565 -2.3642 0.10
H -1.4889 0.8734 -3.9453 0.11
H -2.2182 -0.6456 -3.4602 0.11
H -0.2459 0.7576 -1.6646 0.10
H -0.9136 -0.8518 -1.5144 0.11
H 0.5402 -0.3762 -4.0807 0.12
H 1.5371 -0.3890 -2.6073 0.10
H -0.3463 -2.5608 -3.6630 0.10
H 0.2864 -2.6318 -2.0401 0.11
H 1.6076 -4.0678 -3.2837 0.04
H 1.6842 -3.0162 -4.6748 0.10
H 3.2087 -1.4067 -3.3152 0.06
H 3.8375 -2.9352 -3.8287 0.07
H 3.3973 -1.8833 -0.4948 -0.03
H 5.0542 -3.3937 -1.3597 -0.02
H 4.5873 -5.3163 0.4236 0.03
H 1.5953 -7.3717 -0.1181 0.08
H 1.3581 -5.8767 0.7187 0.09
H 2.6816 -8.3403 1.6926 0.10
H 3.4998 -6.8967 2.2001 0.11
H 5.1941 -6.2338 -2.1043 0.07
H 5.0893 -8.4288 -2.5408 0.09
H 3.0075 -8.9270 -3.3854 0.06
H 3.1701 -9.9634 -1.9906 0.08
H 2.1371 -8.5110 -1.9311 0.06
C 7.1523 3.1694 -6.3216 -0.10
O 6.2480 2.2181 -5.7275 -0.23
P 6.6994 1.4177 -4.3598 0.54
O 5.6286 0.3947 -4.2737 -0.25
O 6.4410 2.7487 -3.4690 -0.27
C 5.0912 3.1636 -3.2703 -0.09
O 7.7265 0.8958 -3.2055 -0.22
C 7.9510 -0.5195 -3.1823 -0.11
H 6.6402 3.6203 -7.1670 0.09
H 7.4142 3.9505 -5.6048 0.09
H 8.0566 2.6777 -6.6790 0.08
H 4.3753 2.3729 -3.4934 0.08
H 4.8764 4.0281 -3.9004 0.09
H 4.9824 3.4523 -2.2265 0.07
H 8.0762 -0.9326 -4.1804 0.08
H 7.1110 -1.0031 -2.6899 0.08
H 8.8581 -0.7024 -2.6094 0.09
C -5.5765 6.7563 -3.2544 -0.09
O -6.8863 6.1710 -3.1221 -0.21
P -7.3391 5.5948 -1.6780 0.42
O -8.5504 4.8048 -1.9362 -0.24
O -7.5970 7.0289 -0.9905 -0.25
C -8.8123 7.7107 -1.3005 -0.10
O -6.6043 5.0356 -0.3790 -0.20
C -6.5033 3.6050 -0.2449 -0.09
H -5.4887 7.1317 -4.2698 0.09
H -5.4534 7.5858 -2.5552 0.09
H -4.7985 6.0118 -3.0842 0.08
H -9.5531 7.0379 -1.7306 0.08
H -8.6101 8.5222 -2.0014 0.09
H -9.2021 8.1294 -0.3750 0.09
H -6.2845 3.1309 -1.1998 0.08
H -7.4331 3.2125 0.1598 0.09
H -5.6911 3.3933 0.4477 0.08
C -2.1728 -5.1122 -3.0100 -0.10
O -2.2700 -4.4545 -4.2902 -0.23
P -1.6393 -5.1815 -5.6166 0.51
O -1.7009 -4.0454 -6.5696 -0.26
O -2.7943 -6.2901 -5.7906 -0.25
C -4.0693 -5.8526 -6.2639 -0.10
O -0.5928 -6.1645 -6.4056 -0.23
C 0.5490 -5.5329 -7.0164 -0.10
H -2.6998 -4.4964 -2.2864 0.09
H -2.6404 -6.0987 -3.0460 0.09
H -1.1316 -5.2076 -2.6997 0.08
H -4.0076 -4.8722 -6.7343 0.08
H -4.7772 -5.8134 -5.4347 0.09
H -4.4157 -6.5817 -6.9933 0.09
H 0.9888 -4.7794 -6.3662 0.07
H 0.2197 -5.0631 -7.9392 0.09
H 1.2917 -6.2997 -7.2262 0.09
C 0.9188 -0.5552 11.1787 -0.09
O 1.5870 -0.0089 10.0249 -0.21
P 0.7361 0.2203 8.6666 0.42
O 1.7359 0.4778 7.6208 -0.24
O -0.0617 1.5236 9.1781 -0.25
C 0.6251 2.7745 9.1740 -0.10
O -0.5764 -0.3980 8.0081 -0.21
C -0.3998 -1.4151 7.0032 -0.09
H 1.6378 -0.5745 11.9925 0.09
H 0.0720 0.0716 11.4653 0.09
H 0.5765 -1.5717 10.9851 0.08
H 1.5108 2.7455 8.5403 0.08
H 0.9169 3.0375 10.1920 0.09
H -0.0626 3.5283 8.7958 0.09
H 0.4017 -2.1053 7.2567 0.09
H -0.1895 -0.9422 6.0468 0.09
H -1.3310 -1.9716 6.9273 0.09
C 4.2204 4.9995 3.8556 -0.09
O 5.5587 5.4259 3.5314 -0.21
P 6.0576 5.3263 1.9945 0.42
O 7.5123 5.5250 2.0433 -0.24
O 5.2178 6.5929 1.4560 -0.25
C 5.7289 7.8975 1.7269 -0.10
O 5.6797 4.4552 0.7150 -0.21
C 6.5099 3.3135 0.4212 -0.09
H 4.0620 5.1997 4.9113 0.09
H 3.4867 5.5592 3.2720 0.09
H 4.0977 3.9316 3.6763 0.09
H 6.7818 7.8681 2.0043 0.08
H 5.1550 8.3573 2.5332 0.09
H 5.6123 8.4930 0.8237 0.09
H 6.7972 2.7805 1.3249 0.09
H 7.3977 3.6373 -0.1157 0.10
H 5.9342 2.6445 -0.2140 0.08
```

Calculated values
- ΔE to the lowest compared entry with this formula, charge and spin: 0.0 kJ/mol
- Calculated total energy: -6707.05069 Ha
- Molar mass: 1266.2 g/mol
- HOMO: -10.00 eV